Entry 1:
C4H6BrNO3 | ωB97M-V with the def2-TZVPD basis set

**E_HOMO**: -9.235 eV
**LUMO level**: 0.14 eV
**Structure (SMILES)**: [O-][N+]#CBr.CCOC=O
**Gap between HOMO and LUMO**: 0.34435 Eh

Cartesian coordinates (Å):
1 O 1.4899 -0.8977 -3.1356
2 N 1.4234 -1.6418 -2.2007
3 C 1.0488 -2.0768 -1.1517
4 Br 0.7169 -3.6271 -0.3832
5 C -1.3404 1.6233 -0.3009
6 C -0.9542 0.5503 0.6897
7 O 0.1916 -0.1585 0.4963
8 C 1.1546 -0.0838 1.4033
9 O 2.2183 -0.5789 1.2438
10 H -1.6475 1.2408 -1.2728
11 H -2.1940 2.1821 0.1772
12 H -0.4614 2.4355 -0.3659
13 H -1.6185 -0.3298 0.8328
14 H -0.7552 0.9093 1.6691
15 H 0.7277 0.4529 2.2986

=====

Entry 2:
C9H10Cl2CoN3S2 | ωB97M-V with the def2-TZVPD basis set

**E_HOMO (spin up / spin down)**: -11.447 / -11.446 eV
**Net charge**: +1
**Multiplicity**: 2
**LUMO level (spin up / spin down)**: -4.38 / -4.37 eV
**⟨S²⟩**: 0.78
**Gap between HOMO and LUMO (spin up / spin down)**: 0.25975 / 0.25988 Eh

Cartesian coordinates (Å):
1 Co -0.4758 -0.0092 0.3104
2 C 1.0288 4.5244 2.2438
3 S -0.0351 4.5467 0.7908
4 C -0.2223 2.8701 0.4081
5 S 0.5506 1.6279 1.3498
6 N -1.0299 2.6403 -0.5972
7 N -1.1461 1.2999 -0.8318
8 C -1.7775 0.9011 -1.8762
9 C -1.7700 -0.5465 -2.0960
10 C -2.3403 -1.1688 -3.1912
11 C -2.1845 -2.5432 -3.3248
12 C -1.4638 -3.2396 -2.3709
13 C -0.9333 -2.5466 -1.2933
14 N -1.0882 -1.2339 -1.1494
15 H 1.1513 5.5722 2.5125
16 H 2.0025 4.0988 2.0167
17 H 0.5605 3.9949 3.0691
18 H -2.2327 1.6071 -2.5598
19 H -2.8805 -0.5877 -3.9249
20 H -2.6149 -3.0591 -4.1723
21 H -1.3087 -4.3057 -2.4497
22 H -0.3657 -3.0524 -0.5239
23 Cl -2.6241 -1.0816 1.7342
24 C -1.3738 -2.0500 2.4968
25 Cl 0.2276 -1.6944 1.7533
26 H -1.5810 -3.1009 2.3346
27 H -1.3005 -1.7944 3.5469

=====

Entry 3:
C2H2NO3 | ωB97M-V with the def2-TZVPD basis set

**E_HOMO (spin up / spin down)**: -1.976 / -4.729 eV
**Net charge**: -1
**Multiplicity**: 3
**LUMO level (spin up / spin down)**: 4.15 / 1.63 eV
**⟨S²⟩**: 2.01
**Gap between HOMO and LUMO (spin up / spin down)**: 0.22522 / 0.23372 Eh

Cartesian coordinates (Å):
1 C 0.0221 -0.2411 0.4163
2 C 1.4954 0.0179 -0.0945
3 N -0.5237 -1.2128 0.8589
4 O 2.2107 0.7069 0.5983
5 O -1.7819 1.5751 -0.4048
6 O 1.6200 -0.6353 -1.1205
7 H -1.4906 -1.4336 1.0143
8 H -1.5519 1.2230 -1.2681

=====

Entry 4:
CH7NO3 | ωB97M-V with the def2-TZVPD basis set

**E_HOMO**: -10.190 eV
**LUMO level**: 0.55 eV
**Structure (SMILES)**: NC=O.O.O
**Gap between HOMO and LUMO**: 0.39459 Eh

Cartesian coordinates (Å):
1 N -0.1813 1.9872 0.1215
2 C 1.0075 2.6593 0.1365
3 O 1.7622 2.6404 1.0759
4 H -0.5756 1.7077 1.0068
5 H -0.8894 2.1463 -0.5837
6 H 1.1672 3.2035 -0.8050
7 O -0.9208 -3.1796 -3.4094
8 H -0.7009 -2.7239 -2.5931
9 H -1.7518 -2.8154 -3.7376
10 O -0.8865 -2.6211 2.2448
11 H -0.3610 -2.2552 2.9623
12 H -1.1062 -3.5401 2.4022

=====

Entry 5:
C8H14O2 | ωB97M-V with the def2-TZVPD basis set

**E_HOMO (spin up / spin down)**: -9.106 / -8.154 eV
**LUMO level (spin up / spin down)**: -0.61 / -0.68 eV
**Gap between HOMO and LUMO (spin up / spin down)**: 0.31206 / 0.27481 Eh

Cartesian coordinates (Å):
1 C -2.0080 2.1948 0.4643
2 C -1.5589 0.7393 0.4408
3 C -2.3225 -0.0810 -0.6005
4 C -1.7492 -1.4432 -0.7970
5 C -0.4877 -1.7796 -0.4463
6 C 0.4146 -0.7897 0.0877
7 C 1.6615 -1.2244 0.7275
8 O 2.4091 -0.7895 -0.3076
9 C -0.0551 0.6129 0.2007
10 H -1.7791 2.6887 -0.4923
11 H -3.0917 2.2669 0.6347
12 H -1.4985 2.7497 1.2648
13 H -1.7694 0.2937 1.4280
14 H -3.3851 -0.1664 -0.3299
15 H -2.3080 0.4331 -1.5808
16 H -2.3915 -2.2048 -1.2455
17 H -0.0992 -2.7781 -0.6561
18 H 1.6050 -0.5708 1.6513
19 H 1.6671 -2.3086 0.9634
20 H 0.2383 1.0935 -0.7548
21 H 0.5380 1.1390 0.9633
22 O 5.4717 -0.2218 -0.8477
23 H 5.8390 -0.1513 0.0705
24 H 4.6595 0.2975 -0.8385

=====

Entry 6:
C3H5NO | ωB97M-V with the def2-TZVPD basis set

**E_HOMO**: -10.098 eV
**LUMO level**: 1.10 eV
**Structure (SMILES)**: C#CCON
**Gap between HOMO and LUMO**: 0.41139 Eh

Cartesian coordinates (Å):
1 C 2.6096 -0.0282 0.1028
2 C 1.4082 -0.1230 0.1972
3 C -0.0048 -0.4681 0.4733
4 O -0.4555 0.5185 -0.4512
5 N -2.0396 0.3468 -0.4099
6 H 3.6754 -0.0029 0.1098
7 H -0.2589 -1.4733 0.1264
8 H -0.3063 -0.2070 1.4907
9 H -2.3969 1.2906 -0.2443
10 H -2.2310 0.1465 -1.3946

=====

Entry 7:
C3H2INO2 | ωB97M-V with the def2-TZVPD basis set

**E_HOMO (spin up / spin down)**: -6.031 / -9.846 eV
**Multiplicity**: 3
**LUMO level (spin up / spin down)**: 0.48 / -2.50 eV
**⟨S²⟩**: 2.01
**Gap between HOMO and LUMO (spin up / spin down)**: 0.23918 / 0.26989 Eh

Cartesian coordinates (Å):
1 C -0.9947 -0.0978 -1.0919
2 C 0.9325 0.9502 0.7552
3 C 1.1603 -0.3266 0.8947
4 N -1.9513 -0.0071 -0.3866
5 O -0.1718 -0.5399 -1.7734
6 O 0.4499 1.9692 0.5798
7 I 2.7067 -1.1482 -0.1954
8 H 0.7943 -1.0039 1.6321
9 H -2.9258 0.2040 -0.4144

=====

Entry 8:
C3H8FNO | ωB97M-V with the def2-TZVPD basis set

**E_HOMO**: -10.349 eV
**LUMO level**: 0.82 eV
**Structure (SMILES)**: CC[C@](N)(O)F
**Gap between HOMO and LUMO**: 0.41046 Eh

Cartesian coordinates (Å):
1 C -0.6501 1.7168 -0.1374
2 C 0.5677 0.7172 -0.3145
3 C 0.0325 -0.6111 0.2523
4 N 0.9058 -1.6567 0.1184
5 O -1.2138 -0.9708 -0.4995
6 F -0.2779 -0.3518 1.5932
7 H -0.5760 1.9201 0.9172
8 H -1.5505 1.1942 -0.3761
9 H -0.6027 2.4629 -0.9345
10 H 0.8155 0.6274 -1.3282
11 H 1.4264 0.8378 0.3264
12 H 0.6480 -2.5641 0.5299
13 H 1.8450 -1.3441 0.4043
14 H -1.3699 -1.9780 -0.5516

=====

Entry 9:
C17H10CoN5O3 | ωB97M-V with the def2-TZVPD basis set

**E_HOMO (spin up / spin down)**: -8.982 / -9.012 eV
**LUMO level (spin up / spin down)**: -1.50 / -1.61 eV
**Gap between HOMO and LUMO (spin up / spin down)**: 0.27482 / 0.27219 Eh

Cartesian coordinates (Å):
1 Co 1.6137 0.4809 0.2329
2 O 2.2061 2.0988 0.7072
3 C 1.4657 3.0201 1.3099
4 C 2.0469 3.9087 2.2206
5 C 1.2819 4.9007 2.7918
6 C -0.0749 5.0462 2.4712
7 C -0.6574 4.1716 1.5880
8 C 0.0959 3.1357 1.0106
9 C -0.5421 2.1940 0.1408
10 N 0.0035 1.1090 -0.2839
11 N -0.7237 0.2736 -1.1129
12 C 0.0415 -0.7175 -1.4557
13 O 1.2962 -0.7775 -1.0860
14 C -0.4967 -1.8207 -2.2752
15 C -1.8520 -2.1324 -2.2284
16 C -2.3384 -3.1944 -2.9733
17 C -1.4778 -3.9343 -3.7734
18 C -0.1258 -3.6216 -3.8207
19 C 0.3685 -2.5711 -3.0645
20 H 3.0947 3.7856 2.4589
21 H 1.7378 5.5770 3.5036
22 H -0.6577 5.8391 2.9185
23 H -1.7080 4.2596 1.3379
24 H -1.5612 2.3708 -0.1888
25 H -2.5092 -1.5450 -1.6015
26 H -3.3883 -3.4511 -2.9226
27 H -1.8606 -4.7623 -4.3560
28 H 0.5447 -4.2027 -4.4401
29 H 1.4207 -2.3211 -3.0847
30 O 1.1888 -0.4411 1.7279
31 N 0.1059 -1.2142 1.6075
32 C 0.2407 -2.3550 2.1782
33 C -0.8816 -3.2596 2.1360
34 N -1.7623 -3.9939 2.0894
35 C 1.4511 -2.7636 2.8525
36 N 2.4132 -3.0926 3.3843

=====

Entry 10:
C5H5F6NO | ωB97M-V with the def2-TZVPD basis set

**E_HOMO (spin up / spin down)**: -3.101 / -11.907 eV
**Multiplicity**: 3
**LUMO level (spin up / spin down)**: 0.70 / -3.72 eV
**⟨S²⟩**: 2.01
**Gap between HOMO and LUMO (spin up / spin down)**: 0.13955 / 0.30098 Eh

Cartesian coordinates (Å):
1 C -0.6485 1.9082 -0.5978
2 C -0.3712 0.8970 -1.7756
3 C 0.2427 -0.2960 0.2766
4 C 0.0282 -0.0909 1.8323
5 C -0.0818 -1.7362 -0.1884
6 N -0.7708 0.4558 -0.3646
7 O 1.5621 0.0078 -0.0584
8 F 0.5777 -1.1437 2.5459
9 F -1.1623 0.0336 2.2164
10 F 0.6988 0.9711 2.2841
11 F -1.3394 -2.0390 0.1606
12 F 0.7831 -2.5535 0.4348
13 F 0.0614 -1.8388 -1.5018
14 H 0.1405 2.2221 -0.0163
15 H -1.5729 2.4405 -0.5191
16 H -0.9815 0.7401 -2.6805
17 H 0.6529 0.7044 -2.0863
18 H 2.1811 -0.6823 0.0380

=====

Entry 11:
C36H99N3O24 | ωB97M-V with the def2-TZVPD basis set

**E_HOMO**: -8.325 eV
**LUMO level**: -0.09 eV
**Structure (SMILES)**: COCCNCCOC.COCCNCCOC.COCCNCCOC.OCCO.OCCO.OCCO.OCCO.OCCO.OCCO.OCCO.OCCO.OCCO
**Gap between HOMO and LUMO**: 0.30243 Eh

Cartesian coordinates (Å):
1 C -3.0513 2.2492 -2.1282
2 O -2.0866 1.2141 -2.0467
3 C -1.3957 1.2215 -0.8121
4 C -0.1231 0.4357 -0.9862
5 N 0.6074 0.3208 0.3023
6 C -0.1717 -0.3275 1.3625
7 C 0.6492 -0.6160 2.6085
8 O 1.4201 -1.8107 2.3908
9 C 2.2183 -2.1041 3.5286
10 H -3.7128 2.0296 -2.9655
11 H -2.4669 3.1529 -2.3199
12 H -3.7082 2.3990 -1.2644
13 H -2.0468 0.7250 -0.0754
14 H -1.2501 2.2258 -0.4032
15 H 0.5586 1.1284 -1.4986
16 H -0.1001 -0.4690 -1.5901
17 H 1.4314 -0.2326 0.0710
18 H -0.7932 -1.1933 1.1200
19 H -0.8473 0.4736 1.6905
20 H 0.0452 -0.8303 3.4981
21 H 1.2998 0.2402 2.8263
22 H 2.6486 -1.1932 3.9512
23 H 3.0402 -2.7233 3.1674
24 H 1.7080 -2.6616 4.3204
25 C 0.0154 -6.2426 -5.2530
26 O 0.7519 -5.0666 -5.1350
27 C 0.5739 -4.4238 -3.8823
28 C 1.2084 -3.0491 -3.9792
29 N 0.5596 -2.1097 -4.8603
30 C -0.5884 -1.4349 -4.2623
31 C -0.9367 -0.1465 -4.9691
32 O 0.0024 0.8292 -4.6036
33 C -0.2476 2.0633 -5.2341
34 H 0.0147 -6.5532 -6.3000
35 H -0.9927 -6.2636 -4.8272
36 H 0.5011 -7.1154 -4.7792
37 H 1.0400 -5.0190 -3.0845
38 H -0.4961 -4.3982 -3.6388
39 H 2.2404 -3.2651 -4.2825
40 H 1.3441 -2.5651 -3.0095
41 H 0.3916 -2.4633 -5.7897
42 H -0.2732 -1.1267 -3.2597
43 H -1.4417 -2.0711 -4.0050
44 H -1.9591 0.1673 -4.6997
45 H -0.9727 -0.2200 -6.0680
46 H -0.1435 1.9094 -6.3139
47 H 0.4340 2.8555 -4.9363
48 H -1.2593 2.4057 -4.9870
49 C -1.8760 -3.9907 -1.4968
50 O -0.7064 -4.5642 -0.9398
51 C 0.2584 -3.5787 -0.6702
52 C 1.6023 -4.2628 -0.4460
53 N 2.5405 -3.3110 0.1563
54 C 3.7430 -4.0419 0.5914
55 C 4.9394 -3.2226 0.9869
56 O 5.6931 -2.5999 -0.0517
57 C 5.9292 -3.3886 -1.2028
58 H -2.2108 -3.0917 -0.9739
59 H -2.6555 -4.7481 -1.5522
60 H -1.6694 -3.7039 -2.5369
61 H 0.0164 -2.9885 0.2189
62 H 0.3230 -2.8388 -1.4754
63 H 2.0884 -4.6665 -1.3362
64 H 1.3918 -5.1377 0.1869
65 H 2.1202 -2.9891 1.0401
66 H 4.0795 -4.7736 -0.1502
67 H 3.4948 -4.6477 1.4760
68 H 5.6815 -3.8435 1.5093
69 H 4.6829 -2.4132 1.6777
70 H 5.1090 -3.3110 -1.9265
71 H 6.1102 -4.4532 -1.0349
72 H 6.8064 -2.9384 -1.6674
73 O -5.0391 -1.7545 1.5343
74 C -3.6627 -1.9516 1.8723
75 C -3.2967 -0.9784 2.9936
76 O -3.6949 0.3443 2.8125
77 H -5.1442 -0.8063 1.4019
78 H -3.4630 -2.9682 2.1985
79 H -3.0970 -1.7325 0.9584
80 H -2.2358 -1.1784 3.2019
81 H -3.7950 -1.4193 3.8675
82 H -3.2934 0.9048 3.5083
83 O -6.0415 2.1883 -6.3396
84 C -5.4218 2.9423 -5.2916
85 C -6.5007 3.7255 -4.5845
86 O -6.9885 4.7378 -5.4470
87 H -5.4078 1.7212 -6.8857
88 H -4.9817 2.1959 -4.6209
89 H -4.6473 3.5890 -5.7059
90 H -6.0507 4.2662 -3.7490
91 H -7.2618 3.0405 -4.1967
92 H -7.3588 4.3206 -6.2343
93 O -2.6908 2.7963 1.8629
94 C -3.0949 3.4439 3.0648
95 C -2.1401 3.1860 4.2096
96 O -2.2440 1.8162 4.6136
97 H -3.1320 1.9331 1.8072
98 H -3.1160 4.5203 2.8828
99 H -4.0990 3.0761 3.2974
100 H -2.2631 3.8808 5.0463
101 H -1.1024 3.3350 3.8854
102 H -1.4357 1.5189 5.0372
103 O -3.9082 -2.1174 -4.0980
104 C -4.8294 -1.2540 -3.4410
105 C -4.8036 -1.4130 -1.9360
106 O -3.5226 -1.1625 -1.4100
107 H -3.7932 -1.9796 -5.0371
108 H -4.5482 -0.2471 -3.7867
109 H -5.8308 -1.3961 -3.8646
110 H -5.1279 -2.4300 -1.7169
111 H -5.5223 -0.7126 -1.4985
112 H -3.1920 -0.3311 -1.7990
113 O 1.5662 2.9902 0.7340
114 C 1.7215 3.1002 2.1375
115 C 3.2104 3.1230 2.4228
116 O 3.7852 1.8807 2.0372
117 H 1.2169 2.0611 0.6246
118 H 1.2415 4.0039 2.5268
119 H 1.2066 2.2726 2.6345
120 H 3.5117 3.2858 3.4565
121 H 3.6902 3.8881 1.8087
122 H 3.5189 1.7586 1.0907
123 O -2.6533 4.8932 -0.2068
124 C -1.3869 5.5233 -0.1732
125 C -1.4013 6.6491 -1.1866
126 O -1.5122 6.1644 -2.5249
127 H -2.6808 4.1550 0.4163
128 H -1.1388 6.0091 0.7810
129 H -0.6213 4.7781 -0.4105
130 H -0.5089 7.2661 -1.1010
131 H -2.2713 7.2837 -0.9870
132 H -2.4323 5.8955 -2.6167
133 O 0.8283 -0.3177 7.9227
134 C 1.9613 -1.0504 8.4280
135 C 2.1841 -2.2366 7.5091
136 O 1.1702 -3.2380 7.6202
137 H 0.7223 0.4695 8.4640
138 H 2.8502 -0.4128 8.4643
139 H 1.6900 -1.3657 9.4405
140 H 3.0666 -2.7336 7.9164
141 H 2.2252 -1.8859 6.4765
142 H 0.3649 -2.8082 7.2993
143 O 5.0199 -0.1230 3.5929
144 C 5.2044 0.5855 4.8061
145 C 6.1944 -0.1432 5.6587
146 O 6.4539 0.4942 6.9077
147 H 4.4887 0.4479 3.0076
148 H 5.5935 1.5831 4.5763
149 H 4.2363 0.6536 5.3113
150 H 7.1480 -0.3571 5.1611
151 H 5.8058 -1.1623 5.8268
152 H 7.1989 0.0228 7.2863
153 O 2.4257 4.3786 -1.2761
154 C 3.0708 3.3665 -2.0308
155 C 4.0680 2.5336 -1.2648
156 O 3.3929 1.4371 -0.6191
157 H 2.0880 3.9722 -0.4572
158 H 2.3589 2.7146 -2.5543
159 H 3.5514 3.9024 -2.8555
160 H 4.6743 3.1004 -0.5589
161 H 4.7174 2.0782 -2.0117
162 H 3.8299 0.6167 -0.8949

=====

Entry 12:
C5H4S | ωB97M-V with the def2-TZVPD basis set

**E_HOMO**: -9.293 eV
**LUMO level**: 0.79 eV
**Structure (SMILES)**: C#CC#CCS
**Gap between HOMO and LUMO**: 0.37067 Eh

Cartesian coordinates (Å):
1 C -0.0309 3.0564 2.2820
2 C -0.0268 2.1568 1.4969
3 C 0.1170 1.1184 0.5795
4 C 0.2903 0.2665 -0.2330
5 C 0.6438 -0.7892 -1.1542
6 S -0.5185 -2.1514 -1.1195
7 H -0.0156 3.7022 3.1654
8 H 1.6526 -1.1220 -0.9148
9 H 0.7551 -0.4161 -2.1897
10 H -0.0564 -2.5951 0.0243

=====

We obtain energy above the lowest of the compared OMol25 structures with the same formula, charge and spin values of 181.38; 0.00; 94.88; 38.61; 306.18; 446.27; 70.00; 75.66; 55.88; 433.84; 92.39; 211.67 kJ/mol for the records listed above, in that order.
We obtain max |F| values of 3.821; 0.540; 2.917; 0.754; 2.659; 5.043; 4.577; 3.422; 0.999; 5.524; 2.882; 1.973 eV/Å for the records listed above, in that order.